Here is 3 unconnected molecules or ions with the total composition C15H21ClF2O11 from OMol25. Energies are from the ωB97M-V functional and the def2-TZVPD basis.

The geometry in ORCA input format:
```
! RIJCOSX wB97M-V def2-TZVPD def2/J DEFGRID3
* xyz 0 1
O 1.15466 -1.61746 -2.95480
H 1.59576 -4.39428 5.64994
H -2.24850 1.06890 -3.56992
O 0.56626 -0.65881 5.62223
O -5.23481 2.62397 -5.05906
C -5.05665 1.87368 -4.20330
C 2.23845 -0.08590 3.09004
O 0.40229 0.19842 1.76341
C 1.21215 2.21670 -3.79442
O 2.31676 1.16341 2.42073
H 0.46338 1.16807 -5.45273
C -0.70257 0.69098 -1.34335
H 1.47747 2.91523 -4.57804
C -4.08039 0.03884 -3.17735
C 0.95614 -1.69497 6.05077
O 2.16362 -1.87510 6.65449
C 1.25132 -0.84830 2.24621
C 0.58317 -0.63293 -2.80645
H 1.72866 -1.34717 1.40078
H 1.79558 -2.96000 8.36253
H 0.31694 2.61520 -3.33649
H 0.55555 -4.62930 7.06781
C 2.41916 2.14814 -2.84029
Cl 3.45263 3.59813 -3.08345
H -0.68643 0.89819 -0.28931
H -5.30189 2.14615 -3.16346
F 3.33012 -3.69362 7.31265
H -3.75882 -0.95053 -3.46634
H -4.84627 -0.03580 -2.41010
C 2.10438 -3.12216 7.32852
O 0.02714 0.01079 -3.85996
H -1.94911 -1.04297 -1.91248
H -2.64673 0.05356 -0.76004
C 0.93729 0.89822 -4.51995
O -4.58558 0.64610 -4.38255
O 0.73297 2.39177 1.37799
C -2.84329 0.79429 -2.70703
C 1.11485 1.35623 1.81048
O 0.25759 -2.85610 6.00954
H 1.87057 0.40647 -4.78170
H 3.01374 1.29173 -3.11826
H 0.68345 -1.57998 2.81651
O 0.46001 -0.12090 -1.58890
C 1.11586 -3.89616 6.49336
H 2.13663 2.05283 -1.80505
H -0.68620 1.65594 -1.83823
H 1.92278 0.07122 4.11971
C -2.04512 0.01205 -1.66277
F 3.46364 -0.67315 3.07458
H -3.14859 1.71037 -2.20653
*
```

## Properties
- calculated total energy (a.u.) = -2071.735566
- HOMO energy (eV) = -10.58
- gap between HOMO and LUMO (eV) = 10.9
- SMILES = O=COCCCCOC(=O)OCCCCl.O=C1OC[C@@H](F)O1.O=C1OC[C@@H](F)O1
- F_max (eV Å⁻¹) = 5.1

---

Here is a molecular structure, C22H21BF6GdN8O4S5 from OMol25. Energies are from the ωB97M-V functional and the def2-TZVPD basis.

The geometry in ORCA input format:
```
! RIJCOSX wB97M-V def2-TZVPD def2/J DEFGRID3
* xyz 1 8
S 1.15596 -0.10735 -3.70908
C -2.07338 -2.98009 -1.35579
O 5.08341 0.08508 -1.33721
F 4.57298 1.25176 3.62762
S 3.91745 0.57994 -0.70967
N 0.33946 -0.60990 -2.27713
H -3.05983 -3.24822 1.87234
N -3.19732 0.44640 2.59807
C -2.85876 4.48449 0.31597
H -0.58640 3.23435 -1.72320
C -0.90994 -2.27437 -1.09843
H 3.90847 -0.46581 -4.63214
H 0.39845 -0.54851 3.97930
B -4.18932 1.34126 1.72586
C -3.77022 -0.56360 3.32983
N 4.19343 0.96731 0.82342
F 2.19925 2.33817 -1.75644
C -2.83914 -1.07169 4.17375
C 3.53065 2.18784 -1.61128
C -0.43591 -0.52168 4.67901
C 3.55072 1.95269 3.18348
S 2.88427 1.14798 1.65080
N -1.68518 -0.36286 3.95148
F 4.06731 2.13464 -2.81469
N -0.53341 -1.90529 0.13189
N 0.31841 -2.81235 -3.11890
H -3.79083 -3.87849 -0.43273
C -1.30157 -2.26271 1.16310
F 2.58417 1.96487 4.08633
C -2.86653 -3.33988 -0.27450
C -2.47116 -2.99011 1.00471
H 4.14334 -4.73793 -4.72589
H -4.90345 1.90191 2.50837
S -0.68237 1.62215 2.41967
H -1.13278 4.91413 -1.58486
F 3.91899 3.18146 2.89444
H 5.16594 -2.53199 -5.15046
C -1.46184 3.88233 -1.67605
H -0.01312 -3.73773 -2.88956
C 3.45931 -1.43550 -4.46522
C 1.60496 -2.76845 -3.72254
O 2.66016 -0.16399 -0.79742
O 1.94534 2.09911 0.99819
H -4.80728 -0.81275 3.19929
C -1.91973 0.55377 2.97649
Gd 0.47311 0.49189 0.11736
C 2.16187 -1.52205 -3.98295
H -2.37169 -3.21261 -2.36834
N -2.26319 3.55850 -0.51211
H -0.97109 -1.94685 2.14387
C -2.63984 2.32689 -0.12254
H -2.70101 5.53772 0.17671
H -4.20085 4.11356 2.03396
C 3.59100 -3.83445 -4.50931
S -2.15128 0.84999 -0.85370
N -3.44356 2.44573 0.94137
H -0.48654 -1.45340 5.23684
H -2.89859 -1.84487 4.91783
H -2.04503 3.75621 -2.58677
C -3.58672 3.78222 1.21792
O 2.15521 -0.06145 2.00540
C 2.31534 -3.92902 -3.97154
F 4.00757 3.22700 -0.95440
H -4.78212 0.59244 1.00376
C -0.03006 -1.83799 -2.22681
H 1.88267 -4.89673 -3.75223
H -0.29274 0.31159 5.36517
C 4.16457 -2.59472 -4.74971
*
```

## Properties
- relative energy (zero: lowest compared OMol25 entry of this formula, charge and spin) (kJ/mol) = 0.00
- calculated total energy (a.u.) = -4970.588642
- HOMO energy (alpha / beta) (eV) = -10.74 / -10.61
- gap between HOMO and LUMO (alpha / beta) (eV) = 7.8 / 5.2
- expectation value of S² = 16.08
- F_max (eV Å⁻¹) = 1.8

---

Here is C5H9N in the gas phase from OMol25. Energies are from the ωB97M-V functional and the def2-TZVPD basis.

The geometry in ORCA input format:
```
! RIJCOSX wB97M-V def2-TZVPD def2/J DEFGRID3
* xyz 0 1
H 1.24065 -0.94553 0.96992
C 1.31350 -0.03079 -1.15259
C -1.31002 1.01961 -0.07019
N -0.36106 0.36802 0.66852
C -0.80629 0.48535 1.91078
H -1.14635 1.46812 2.24544
C 0.56966 -1.32149 -1.11451
C 0.71491 -0.45313 0.14191
H -0.90340 -0.37645 2.56158
H 2.38784 -0.01662 -1.23429
H -0.37455 -1.39091 -1.64958
H -2.31128 0.68180 0.14403
H 0.81769 0.71698 -1.78674
H -1.05402 1.98535 -0.47625
H 1.22273 -2.19031 -1.15803
*
```

## Properties
- relative energy (zero: lowest compared OMol25 entry of this formula, charge and spin) (kJ/mol) = 447.44
- calculated total energy (a.u.) = -250.496521
- HOMO energy (alpha / beta) (eV) = -7.36 / -7.36
- gap between HOMO and LUMO (alpha / beta) (eV) = 8.2 / 8.2
- F_max (eV Å⁻¹) = 0.9

---

Here is C9H8 in the gas phase from OMol25. Energies are from the ωB97M-V functional and the def2-TZVPD basis.

The geometry in ORCA input format:
```
! RIJCOSX wB97M-V def2-TZVPD def2/J DEFGRID3
* xyz 0 1
C 1.70258 -0.50656 0.26251
C -0.06882 0.08305 0.23789
H -0.68113 -1.72977 -0.76857
H 0.04779 3.59432 -0.39912
H 2.77466 -0.02269 -1.64070
H 0.96471 0.34714 2.02541
C -3.43806 -0.50310 0.22321
C -2.28376 -0.70076 -0.12498
H -0.89228 -0.28648 -1.57782
C 0.81517 -0.49372 1.38661
C -0.96121 -0.74586 -0.64666
H -4.42520 -0.15755 0.37212
H 3.51242 -0.99905 -0.52847
C -0.20814 1.47933 0.11327
C 2.66073 -0.49533 -0.64924
H 0.58010 -1.50762 1.75526
C -0.09957 2.64464 -0.04073
*
```

## Properties
- relative energy (zero: lowest compared OMol25 entry of this formula, charge and spin) (kJ/mol) = 630.80
- calculated total energy (a.u.) = -347.459317
- HOMO energy (eV) = -7.94
- gap between HOMO and LUMO (eV) = 8.8
- SMILES = C#CC[C@@]1(C#C)CC1=C
- F_max (eV Å⁻¹) = 4.3

---

Here is 4 unconnected molecules or ions with the total composition C6H17NO4 from OMol25. Energies are from the ωB97M-V functional and the def2-TZVPD basis.

The geometry in ORCA input format:
```
! RIJCOSX wB97M-V def2-TZVPD def2/J DEFGRID3
* xyz 0 1
C 0.88261 -0.81014 -0.42907
O -2.44438 -1.88526 1.12033
H 0.31248 1.00113 2.86834
H -2.07089 -2.68709 0.73688
C 0.94650 0.42446 -2.54902
H -1.24497 0.47688 2.47471
H 0.09231 -1.39917 0.01216
H -2.67841 1.17010 0.06261
C -0.20796 0.34949 2.16519
C -0.15354 1.04943 0.82284
H 0.11931 -0.67153 2.25644
H 1.52880 -1.67369 -2.31523
H 1.85810 -1.08289 -0.04694
O 2.94024 -0.65636 1.98706
H -0.21140 -1.31104 -2.22612
O -3.55258 0.82709 -0.16851
N 0.69202 0.64384 -0.17415
H -3.96679 0.56770 0.66157
H -0.45680 1.74548 -1.54496
C 0.78006 -0.97779 -1.94999
O -0.78342 2.09660 0.71446
H 3.86639 -0.73113 2.23293
C 0.55989 1.38041 -1.42998
H 2.72940 0.28279 1.99591
H 0.34736 0.55766 -3.44402
H -3.03336 -1.56533 0.41702
H 1.16451 2.28986 -1.41380
H 1.98450 0.58854 -2.83664
*
```

## Properties
- relative energy (zero: lowest compared OMol25 entry of this formula, charge and spin) (kJ/mol) = 0.00
- calculated total energy (a.u.) = -594.539999
- HOMO energy (eV) = -9.38
- gap between HOMO and LUMO (eV) = 9.9
- SMILES = CC(=O)N1CCCC1.O.O.O
- F_max (eV Å⁻¹) = 1.2

---

Here is C6H5Cl2N3O4 in the gas phase from OMol25. Energies are from the ωB97M-V functional and the def2-TZVPD basis.

The geometry in ORCA input format:
```
! RIJCOSX wB97M-V def2-TZVPD def2/J DEFGRID3
* xyz 0 1
H 0.67564 0.71323 -1.52272
O -2.97672 0.14804 0.41262
O -2.22645 -3.91422 2.24601
Cl 2.30916 -1.13987 0.93420
H -0.79797 1.06278 -0.68301
Cl -0.47467 -5.06851 0.78687
C -2.08615 -0.17832 1.12197
H 1.64434 -1.57871 -1.31474
C -0.18373 -3.41098 0.50229
N -2.08078 -2.80914 1.98624
O -2.80279 -1.91289 2.44689
C -1.05382 -2.46329 1.09769
C -1.00057 -1.18499 0.65062
O -1.67547 0.50593 2.18319
N 0.80064 -3.06867 -0.27301
C 0.23299 0.61015 -0.49491
H -2.26632 1.32952 2.18852
N -0.00669 -0.78992 -0.21554
H 1.01741 0.86425 0.30856
C 1.10544 -1.72449 -0.38114
*
```

## Properties
- relative energy (zero: lowest compared OMol25 entry of this formula, charge and spin) (kJ/mol) = 0.00
- calculated total energy (a.u.) = -1617.116777
- HOMO energy (eV) = -9.74
- gap between HOMO and LUMO (eV) = 9.0
- SMILES = CN1C(C(=O)O)=C([N+](=O)[O-])C(Cl)=N[C@@H]1Cl
- F_max (eV Å⁻¹) = 5.8